Record 1
{
  "formula": "C26H55BF3IN6O9PS",
  "method": "ωB97M-V with the def2-TZVPD basis set",
  "e_tot_ha": -3390.47495,
  "charge": 1,
  "e_lumo_ev": -2.99,
  "e_homo_ev": -10.62,
  "elements": ["C", "N", "C", "B", "O", "N", "C", "N", "C", "C", "C", "I", "C", "C", "O", "N", "C", "C", "N", "S", "C", "N", "C", "C", "C", "F", "C", "F", "F", "C", "C", "O", "O", "P", "C", "O", "H", "H", "H", "H", "H", "H", "H", "H", "H", "H", "H", "H", "H", "H", "H", "H", "H", "H", "H", "H", "H", "H", "H", "H", "H", "H", "H", "H", "H", "H", "H", "H", "H", "H", "H", "C", "O", "C", "C", "O", "C", "H", "H", "H", "H", "H", "H", "H", "H", "H", "H", "C", "O", "C", "C", "O", "C", "H", "H", "H", "H", "H", "H", "H", "H", "H", "H"],
  "positions_angstrom": [[0.508, -1.668, -0.582], [0.983, -0.339, -0.116], [1.029, -0.236, 1.370], [0.229, 0.798, -0.700], [-0.676, 1.486, 0.220], [0.318, 1.357, -2.078], [-0.742, 1.720, -2.927], [-2.016, 1.465, -3.148], [-2.660, 0.426, -2.285], [-2.132, -1.043, -2.659], [-2.812, -2.102, -1.678], [-1.888, -4.068, -1.744], [-2.899, 2.083, -4.163], [-3.767, 3.269, -3.501], [-3.103, 4.119, -2.845], [-5.200, 3.431, -3.657], [-5.660, 4.386, -2.567], [-5.961, 2.167, -3.402], [-0.211, 2.708, -3.914], [0.311, 1.992, -5.444], [0.875, 3.528, -3.244], [1.767, 4.022, -4.322], [0.040, 4.798, -2.736], [0.917, 6.047, -2.260], [0.023, 6.837, -1.172], [0.545, 7.236, 0.089], [-1.319, 7.104, -1.467], [-1.812, 7.210, -2.783], [-2.269, 7.320, -0.449], [1.385, 2.427, -2.218], [2.120, 3.011, -0.947], [1.291, 3.847, -0.083], [1.884, 3.913, 1.160], [2.810, 1.367, -3.019], [4.342, 2.459, -3.329], [3.363, 0.165, -1.944], [1.121, -2.490, -0.059], [0.695, -1.801, -1.692], [-0.568, -1.828, -0.252], [1.382, 0.767, 1.762], [1.812, -1.007, 1.720], [0.034, -0.587, 1.813], [-1.347, 0.861, 0.560], [-2.602, 0.664, -1.164], [-3.788, 0.403, -2.503], [-1.006, -1.127, -2.759], [-2.555, -1.262, -3.709], [-2.769, -1.644, -0.623], [-3.921, -2.182, -1.942], [-2.403, 2.403, -5.125], [-3.668, 1.282, -4.466], [-5.293, 5.443, -2.746], [-6.794, 4.390, -2.508], [-5.290, 3.939, -1.575], [-5.584, 1.563, -2.505], [-7.068, 2.406, -3.357], [-5.794, 1.495, -4.323], [0.969, 0.785, -5.159], [1.184, 4.687, -4.868], [2.527, 4.619, -3.957], [-0.697, 4.442, -1.927], [-0.622, 5.121, -3.616], [1.039, 6.772, -3.129], [1.890, 5.728, -1.775], [2.915, 3.746, -1.347], [2.737, 2.250, -0.341], [1.257, 4.437, 1.711], [5.268, 2.053, -2.780], [4.173, 3.560, -3.115], [4.596, 2.357, -4.444], [3.802, 0.529, -1.147], [0.617, -8.356, 2.400], [1.264, -8.018, 1.181], [0.442, -7.218, 0.335], [0.857, -5.753, 0.386], [0.588, -5.181, 1.664], [1.758, -5.067, 2.463], [1.363, -8.780, 3.074], [0.174, -7.479, 2.880], [-0.156, -9.107, 2.216], [-0.616, -7.335, 0.593], [0.582, -7.587, -0.686], [0.262, -5.193, -0.343], [1.913, -5.636, 0.120], [2.389, -4.257, 2.081], [2.327, -5.999, 2.485], [1.453, -4.823, 3.482], [1.941, -4.827, 8.631], [2.219, -3.480, 8.988], [3.151, -2.866, 8.101], [2.448, -1.938, 7.117], [1.632, -2.672, 6.206], [0.254, -2.609, 6.546], [1.080, -5.162, 9.212], [1.702, -4.923, 7.568], [2.798, -5.462, 8.876], [3.745, -3.619, 7.575], [3.832, -2.271, 8.718], [3.206, -1.422, 6.520], [1.861, -1.180, 7.645], [-0.141, -1.615, 6.312], [0.086, -2.833, 7.602], [-0.279, -3.348, 5.945]],
  "lowdin_charge": [-0.106, -0.114, -0.072, -0.575, 0.085, 0.171, -0.193, 0.000, -0.114, -0.256, -0.650, 0.889, -0.024, -0.325, 0.029, -0.136, -0.072, -0.098, -0.336, 0.813, -0.469, 0.032, -0.124, -0.079, -0.112, 0.015, -0.165, 0.061, 0.062, -0.362, -0.144, -0.191, -0.020, 0.973, -0.260, -0.320, 0.109, 0.095, 0.053, 0.104, 0.110, 0.106, 0.098, 0.135, 0.123, 0.086, 0.129, 0.060, 0.066, 0.113, 0.130, 0.105, 0.097, 0.111, 0.092, 0.105, 0.099, -0.117, 0.100, 0.084, 0.130, 0.128, 0.130, 0.115, 0.130, 0.141, 0.136, 0.065, 0.024, 0.057, 0.055, -0.106, -0.188, -0.199, -0.228, -0.205, -0.101, 0.091, 0.083, 0.090, 0.126, 0.126, 0.005, 0.129, 0.082, 0.088, 0.087, -0.109, -0.191, -0.199, -0.200, -0.204, -0.112, 0.090, 0.081, 0.089, 0.125, 0.125, 0.121, 0.126, 0.086, 0.086, 0.086]
}


Record 2
{
  "formula": "C26H55CrN10O3S",
  "method": "ωB97M-V with the def2-TZVPD basis set",
  "e_tot_ha": -3238.92437,
  "spin_multiplicity": 5,
  "charge": 3,
  "e_lumo_ev": [-7.54, -7.45],
  "e_homo_ev": [-15.80, -15.81],
  "elements": ["Cr", "N", "C", "C", "C", "N", "C", "C", "N", "C", "H", "H", "H", "H", "H", "H", "H", "H", "H", "H", "H", "H", "H", "H", "H", "H", "O", "C", "O", "C", "N", "C", "C", "C", "H", "H", "H", "H", "H", "H", "H", "H", "H", "C", "C", "C", "C", "N", "N", "H", "H", "H", "H", "H", "H", "H", "H", "H", "H", "H", "H", "C", "C", "N", "C", "C", "C", "O", "C", "C", "C", "C", "N", "C", "H", "H", "H", "H", "H", "H", "H", "H", "H", "H", "H", "H", "H", "H", "N", "C", "N", "S", "H", "H", "H", "H"],
  "positions_angstrom": [[-0.631, 0.562, -0.878], [1.355, 2.929, 1.075], [2.783, 3.444, 0.997], [3.717, 2.400, 0.327], [3.450, 2.181, -1.188], [2.282, 1.273, -1.425], [3.338, 3.535, -1.948], [2.375, 4.547, -1.266], [0.957, 4.128, -1.388], [2.769, 4.772, 0.221], [1.320, 1.896, 1.280], [0.944, 3.144, 0.125], [0.806, 3.458, 1.790], [3.099, 3.622, 2.036], [3.642, 1.441, 0.863], [4.746, 2.758, 0.449], [4.360, 1.667, -1.600], [2.597, 0.314, -1.213], [2.051, 1.318, -2.417], [3.090, 3.368, -3.014], [4.335, 4.015, -1.962], [2.510, 5.541, -1.786], [0.818, 3.576, -2.236], [0.337, 4.955, -1.428], [2.091, 5.492, 0.688], [3.768, 5.228, 0.243], [-1.053, 1.722, -2.665], [-1.783, 2.459, -1.890], [-1.625, 2.407, -0.570], [-2.973, 3.233, -2.428], [-3.753, 3.785, -1.209], [-3.750, 5.295, -1.206], [-3.524, 5.678, -2.684], [-2.802, 4.494, -3.382], [-3.621, 2.476, -2.945], [-3.274, 3.351, -0.397], [-4.731, 3.453, -1.218], [-2.942, 5.622, -0.538], [-4.726, 5.657, -0.816], [-2.979, 6.635, -2.743], [-4.497, 5.903, -3.175], [-1.724, 4.693, -3.559], [-3.220, 4.303, -4.374], [1.273, 1.059, 3.991], [0.936, -0.236, 3.255], [-0.403, -0.752, 3.839], [2.101, -1.243, 3.442], [0.830, 0.033, 1.799], [-0.483, -0.036, 1.239], [1.323, 0.842, 5.078], [0.464, 1.799, 3.845], [2.251, 1.467, 3.708], [-0.228, -1.006, 4.887], [-0.752, -1.668, 3.358], [-1.208, 0.041, 3.840], [2.183, -1.509, 4.511], [3.091, -0.839, 3.104], [1.906, -2.207, 2.918], [1.384, -0.643, 1.278], [-1.046, 0.697, 1.707], [-0.950, -0.922, 1.490], [0.264, -6.248, 2.998], [-0.847, -6.144, 1.963], [-0.381, -5.465, 0.736], [-0.175, -6.272, -0.460], [1.019, -7.211, -0.379], [-0.325, -4.094, 0.734], [-0.758, -3.450, 1.711], [0.271, -3.358, -0.445], [1.527, -3.611, -1.024], [1.993, -2.751, -2.014], [1.258, -1.618, -2.336], [0.095, -1.297, -1.720], [-0.424, -2.262, -0.921], [-0.080, -6.728, 3.921], [0.648, -5.259, 3.266], [1.115, -6.825, 2.590], [-1.706, -5.567, 2.322], [-1.203, -7.131, 1.620], [-0.094, -5.624, -1.349], [-1.141, -6.817, -0.595], [1.899, -6.717, 0.082], [1.307, -7.527, -1.390], [0.796, -8.110, 0.221], [2.112, -4.461, -0.669], [2.921, -2.932, -2.534], [1.553, -0.996, -3.175], [-1.463, -2.133, -0.632], [-4.340, -2.519, -0.208], [-3.996, -1.714, -1.224], [-4.070, -2.209, -2.477], [-3.446, -0.138, -0.950], [-4.734, -3.449, -0.306], [-4.229, -2.182, 0.738], [-4.228, -3.191, -2.720], [-3.743, -1.594, -3.207]],
  "lowdin_charge": [0.725, 0.179, -0.259, -0.083, -0.335, 0.041, -0.090, -0.336, 0.032, -0.090, 0.094, 0.081, 0.176, 0.153, 0.115, 0.139, 0.154, 0.072, 0.074, 0.129, 0.139, 0.159, 0.076, 0.111, 0.126, 0.141, -0.060, -0.571, -0.185, -0.116, 0.094, -0.083, -0.134, -0.071, 0.173, 0.150, 0.195, 0.135, 0.149, 0.130, 0.133, 0.123, 0.126, -0.053, -0.600, -0.035, -0.023, -0.066, -0.033, 0.110, 0.083, 0.080, 0.102, 0.062, 0.105, 0.103, 0.099, 0.087, 0.111, 0.114, 0.082, -0.056, -0.177, -0.060, -0.218, -0.068, -0.375, 0.020, -0.094, 0.041, -0.005, -0.110, -0.012, -0.097, 0.090, 0.069, 0.080, 0.120, 0.131, 0.112, 0.139, 0.080, 0.087, 0.089, 0.133, 0.127, 0.128, 0.081, 0.127, -0.901, 0.122, 0.674, 0.134, 0.109, 0.139, 0.103]
}